Entry from OMol25: one molecule with the formula CH5BrP2 (wB97M-V/def2-TZVPD).

Properties
HOMO level: -8.650 eV

Atoms and positions in Å:
C1 -0.9856 -1.1454 0.0325
P1 -0.4701 0.7696 -0.7251
P2 1.2159 1.0428 0.5888
Br1 2.6893 -0.4838 -0.0342
H1 -1.1152 -0.9416 1.1487
H2 -0.0150 -1.6533 -0.3411
H3 -1.8185 -1.4120 -0.4911
H4 -1.2267 1.6909 0.0972
H5 1.7260 2.1329 -0.2757

=====

Entry from OMol25: one molecule with the formula CH5BrP2 (wB97M-V/def2-TZVPD).

Properties
HOMO level: -8.757 eV

Atoms and positions in Å:
C1 0.5393 1.0734 -0.5738
P1 -1.3145 0.1310 -0.0731
P2 -0.4715 -1.9053 0.2940
Br1 -2.0911 -0.0503 -2.1112
H1 1.2916 0.3933 -0.6609
H2 0.7561 1.6718 0.2723
H3 0.4171 1.7474 -1.3751
H4 -0.9137 -1.8676 1.6892
H5 -1.6583 -2.4848 -0.1644

=====

Entry from OMol25: one molecule with the formula CH5ClN2S (wB97M-V/def2-TZVPD).

Properties
HOMO level (alpha / beta): -8.521 / -8.522 eV

Atoms and positions in Å:
C1 0.5326 -0.8292 -0.0765
N1 -0.1940 0.2933 0.4873
N2 -0.4304 1.2874 -0.3046
S1 -1.1283 2.6284 0.3881
Cl1 -1.8704 0.5639 -1.6935
H1 -0.1746 -1.7779 -0.1216
H2 0.8496 -0.6645 -1.1217
H3 1.3687 -1.1496 0.5309
H4 -0.5555 0.2694 1.3919
H5 -1.0513 3.0512 -0.8534

=====

Calculated relative energy (zero: lowest compared OMol25 entry of this formula, charge and spin) in order - 12.1; 6.5; 58.5 kcal per mole
Calculated maximum force in order - 5.7; 4.4; 3.0 eV/Å
Calculated electronic energy in order - -3297.784472; -3297.793405; -1008.873917 Eh